Density functional theory data (wB97M-V/def2-TZVPD) for 9 unconnected molecules or ions with the total composition H18O9.

Last column: Löwdin charge in e.
Cartesian coordinates (Å):
O -1.83191 -16.65562 14.11884  -0.08
H -1.90330 -17.38398 14.76825  0.07
H -1.27443 -15.91497 14.51395  0.09
O -0.70697 -13.37642 9.45880  -0.07
H -1.57432 -13.73277 9.41013  -0.07
H -0.14751 -14.16619 9.20517  0.05
O -5.18999 -14.00981 12.54489  -0.08
H -5.49144 -14.78185 13.05866  0.04
H -4.24511 -14.21770 12.47846  -0.03
O -2.57160 -14.73147 12.19293  -0.08
H -2.24713 -15.36118 12.85870  0.01
H -2.09192 -15.09640 11.40990  0.04
O -3.34632 -13.90005 9.25177  0.01
H -3.72651 -13.67204 8.41338  0.06
H -3.67076 -14.75081 9.29735  0.01
O 0.47018 -15.25539 12.02495  -0.02
H 1.19355 -15.90411 12.09915  0.07
H 0.68086 -14.39863 12.28151  0.02
O -1.55035 -16.67412 10.08667  -0.03
H -1.45383 -16.51164 9.13948  0.06
H -0.68616 -16.43159 10.40735  0.01
O -4.19124 -17.01712 12.06360  -0.03
H -3.59354 -17.74972 12.18855  0.03
H -3.61675 -16.29184 12.00784  -0.07
O -2.48562 -12.79070 14.44864  -0.03
H -2.57201 -11.83937 14.51290  0.04
H -2.44513 -13.00955 13.55696  -0.04

Properties
HOMO-LUMO gap in hartree: 0.3655
Structure (SMILES): O.O.O.O.O.O.O.O.O
Strongest force on any atom in eV/A: 3.69
Relative energy (zero: lowest compared OMol25 entry of this formula, charge and spin) in kJ/mol: 259.9